Entry 1:
# BrCl2OP

The molecule BrCl2OP (the ωB97M-V functional and the def2-TZVPD basis, the Open Molecules 2025 dataset).

```
5
Properties=species:S:1:pos:R:3:forces:R:3
O -0.47715 0.05279 -2.45960 0.1501 0.0391 1.2632
P 0.01769 0.52486 1.24770 0.0455 -0.3551 -1.9079
Cl -0.07962 1.01875 -1.27706 0.1314 0.2018 0.4694
Cl -1.33010 -0.94894 1.12362 -0.2590 -0.0886 0.1618
Br 1.86918 -0.64747 1.36534 -0.0681 0.2028 0.0135
```
Forces are in eV/Å.

Summary:
Gap between HOMO and LUMO = 0.2535 Ha
Energy above the lowest of the compared OMol25 structures with the same formula, charge and spin = 312.5 kJ/mol



Entry 2:
# C15H24N4O3S2

The molecule C15H24N4O3S2 (the ωB97M-V functional and the def2-TZVPD basis, the Open Molecules 2025 dataset).

```
48
Properties=species:S:1:pos:R:3:forces:R:3
O -0.41792 -1.50451 1.33742 0.1666 0.3365 0.0897
O -0.55746 -2.71578 -3.44852 0.2589 1.1263 0.0418
O -0.18000 1.56282 -1.91040 -0.2718 1.4891 -0.8075
N 3.84682 -0.29780 -2.06978 -0.3368 0.1796 0.3968
S 4.68603 -0.36843 0.39058 -0.6499 -0.0545 -1.0373
S -4.30747 -0.91267 1.84745 0.7958 -0.0146 -0.1939
C -1.48707 -0.91842 1.42949 -0.1760 0.7814 -1.1409
C -0.37397 -1.50003 -3.32992 -1.0681 -1.5759 -0.0949
C -0.19693 0.78739 -0.98274 0.8449 -1.3673 -1.1337
C 4.66625 0.26524 -1.24711 0.6499 -0.3246 0.2230
C 3.40000 -1.42366 -0.08835 -0.0971 0.1453 -0.6989
C 3.08218 -1.23171 -1.40951 -0.3705 -0.1437 0.6213
N -1.25434 -0.57659 -3.83747 0.7945 0.3601 0.5469
N 0.26197 -0.48365 -1.19725 -0.8241 0.8926 1.3195
N -1.73026 0.33207 0.89633 -0.0583 -0.6366 0.7811
C -2.59765 -1.65102 2.12574 -1.2885 -0.4253 1.0071
C -2.50597 -0.91478 -4.53307 0.6832 0.4551 -0.0366
C 1.26048 2.15133 3.69227 0.3201 -0.6524 0.3269
C -1.16448 2.00589 3.37180 0.5184 -0.7546 -0.7454
C 0.15920 2.33549 2.67984 -0.1083 -0.2426 -0.7281
C 1.92819 -1.90672 -2.10376 -0.0931 -0.5687 -1.0507
C 0.49631 1.55651 1.34221 -0.2004 0.5271 -0.0851
C 0.78330 -0.93874 -2.47736 0.5952 0.7532 0.0588
C -0.68475 1.23941 0.37065 -0.2556 0.3684 1.1701
H -5.13538 -1.77267 2.46260 0.4887 -0.1698 0.1263
H 5.39795 0.98990 -1.58064 -0.0529 0.0757 0.2200
H 2.89187 -2.13602 0.54574 0.2039 0.2047 0.2346
H -0.94447 0.38438 -3.73330 -0.4382 -0.1034 0.0170
H 0.20681 -1.11084 -0.38997 0.2420 -0.0195 -0.5029
H -2.64221 0.76158 1.07948 0.6636 -0.4252 -0.1152
H -2.57276 -2.72970 1.87070 0.0257 0.8291 -0.1745
H -2.33506 -1.59567 3.19857 -0.2870 0.0469 -0.3700
H -3.13390 -0.02560 -4.75576 0.7923 -0.3926 0.2410
H -2.22701 -1.41366 -5.45151 -0.2909 -0.1393 -0.3705
H -3.10166 -1.59208 -3.94551 -0.1153 -0.3233 0.3263
H 1.25067 1.09913 4.04916 0.2293 0.5608 -0.0970
H 2.22910 2.39337 3.27554 0.3650 -0.1731 -0.1736
H 1.13739 2.81705 4.54828 -0.1848 -0.0946 0.0453
H -2.01298 2.30936 2.77285 -0.3435 -0.1160 -0.0173
H -1.19456 2.51563 4.30816 -0.1390 0.5480 0.6805
H -1.19709 0.93398 3.61220 -0.2339 0.1625 -0.1771
H 0.14844 3.39581 2.44016 -0.1743 0.2296 -0.2564
H 2.27569 -2.36092 -3.03988 0.0555 -0.0189 0.1769
H 1.55123 -2.73126 -1.48521 -0.0387 0.2255 -0.1316
H 1.08841 0.66518 1.52777 -0.1764 -0.3179 0.2711
H 1.17142 2.19307 0.73733 -0.2561 -0.1247 0.3158
H 1.22032 -0.09484 -3.07354 -0.3105 -0.3857 0.9085
H -1.18466 2.21321 0.17827 0.1463 -0.7328 -0.0069
```
Forces are in eV/Å.

Summary:
Structure (SMILES) = CNC(=O)[C@H](Cc1cscn1)NC(=O)[C@H](CC(C)C)NC(=O)CS
Gap between HOMO and LUMO = 0.3484 Ha



Entry 3:
# C13H11N3O2S2

The molecule C13H11N3O2S2 (the ωB97M-V functional and the def2-TZVPD basis, the Open Molecules 2025 dataset).

```
31
Properties=species:S:1:pos:R:3:forces:R:3
C 1.62776 -3.85957 2.18571 0.1768 0.1976 0.0606
C 1.80608 -2.71955 1.25601 -0.4058 0.1353 -0.7234
C 1.18933 -2.37974 0.08798 0.3606 0.0232 0.5094
C 1.82518 -1.16305 -0.28988 0.3433 -0.5437 0.9254
N 2.74293 -0.83559 0.58953 0.1647 0.6221 -1.0748
O 2.73208 -1.79406 1.54950 -0.2495 -0.7658 0.5406
N 1.54383 -0.45185 -1.42792 -0.0806 -0.4255 -0.4027
C 1.86863 0.83538 -1.77208 0.3389 0.0332 -0.2704
O 1.58244 1.26266 -2.86380 0.0845 0.0419 -0.1159
C 2.71394 1.62891 -0.80167 -0.1726 0.4470 0.2761
H 2.94049 2.58975 -1.26494 -0.0410 -0.2346 -0.0696
H 3.62910 1.07906 -0.57885 -0.0161 0.0351 -0.0127
S 1.99920 1.97374 0.84390 0.3583 0.2879 0.1272
C 0.30707 1.85767 0.55114 -0.4384 0.1211 0.2269
N -0.22720 1.51880 -0.56094 0.4568 0.2072 -0.0828
C -1.58915 1.49326 -0.49153 -0.7672 0.1348 0.6255
C -2.44761 1.17053 -1.53659 0.0652 0.0315 0.0796
C -3.80732 1.18294 -1.30390 -0.0344 -0.0364 -0.0879
C -4.32015 1.51017 -0.05146 -0.0881 0.0230 0.0885
C -3.48309 1.83639 0.99972 -0.0372 0.0162 0.0576
C -2.11881 1.82660 0.77435 0.2449 -0.0669 -0.2385
S -0.81828 2.18771 1.88160 0.0856 -0.1173 -0.4320
H -3.87704 2.09410 1.97012 -0.1080 0.0195 0.0908
H -5.38848 1.51274 0.10284 -0.0922 0.0015 0.0129
H -4.48666 0.93706 -2.10614 -0.0611 -0.0176 -0.0671
H -2.03369 0.92978 -2.50252 0.0391 -0.0295 -0.1376
H 0.91854 -0.90327 -2.08371 0.1352 0.1899 0.0826
H 0.40684 -2.89362 -0.42812 -0.2067 -0.1761 -0.0644
H 1.33165 -3.49551 3.16817 -0.0486 -0.0368 0.0609
H 0.86584 -4.53243 1.80497 -0.0233 -0.0326 0.0013
H 2.56654 -4.39901 2.29849 0.0169 -0.0851 0.0137
```
Forces are in eV/Å.

Summary:
Structure (SMILES) = Cc1cc(NC(=O)CSc2nc3ccccc3s2)no1
Gap between HOMO and LUMO = 0.3200 Ha
Energy above the lowest of the compared OMol25 structures with the same formula, charge and spin = 72.5 kJ/mol



Entry 4:
# C22H49B4F5N5O27Tl2

A structure of composition C22H49B4F5N5O27Tl2 (the ωB97M-V functional and the def2-TZVPD basis, the Open Molecules 2025 dataset).

```
114
Properties=species:S:1:pos:R:3:forces:R:3
Tl -23.29024 -6.65747 24.10226 1.2864 0.3644 -1.0113
Tl -20.25939 -3.03315 26.23457 0.3769 -0.2025 -0.6450
B -24.02401 -8.31209 21.77163 -1.2426 3.0159 1.7580
H -24.10604 -9.05339 20.99188 1.2521 -3.6221 -3.1291
H -23.41348 -7.49969 21.40903 2.0631 3.5726 -2.5592
H -24.99153 -7.93393 22.06344 -3.2677 1.6899 1.2008
H -23.64349 -8.80086 22.65512 1.2463 -3.6046 4.0892
B -21.21352 -5.85892 26.35563 -1.0574 1.4286 -0.7012
H -21.81231 -5.19425 26.95888 -3.0035 2.3335 1.9226
H -21.50527 -6.88549 26.51467 -0.7106 -4.0663 1.2872
H -21.27624 -5.58744 25.31323 -0.1639 1.0837 -3.9679
H -20.21663 -5.74559 26.75262 5.0556 0.0467 1.4885
B -23.14577 -3.50632 24.95167 -0.1432 -1.3041 0.2522
H -24.08692 -3.75835 24.48803 -3.4756 -1.1647 -1.9720
H -22.27132 -3.91234 24.46718 3.7651 -1.0773 -3.2131
H -23.00492 -2.43866 25.01890 0.9835 4.3447 0.1493
H -23.25117 -3.87041 25.96190 -0.9409 -0.9302 4.6457
B -19.16272 -0.66530 27.59071 -2.8598 -0.3849 -2.1653
H -18.84267 -0.72252 26.56185 1.5175 0.7939 -4.5495
H -18.49701 -0.03089 28.15515 3.9404 1.4034 2.2211
H -20.16840 -0.27707 27.63694 -3.7068 0.9153 -0.0908
H -19.16590 -1.61608 28.10083 -0.0468 -4.4593 3.6745
C -18.73867 -5.60709 21.89642 1.4597 -0.2361 -0.3618
C -19.90056 -5.03900 22.71486 0.9999 -0.7315 0.4581
O -19.84928 -4.03084 23.43456 1.4447 2.2437 0.8322
O -20.90530 -5.72433 22.67606 -3.1357 -2.0303 -0.6819
H -18.89018 -6.63873 21.57883 -0.7504 0.2171 0.0080
H -17.78772 -5.69283 22.42217 -0.1490 0.6394 0.5556
H -18.47669 -5.04484 21.00012 -0.4653 0.3182 -0.0152
C -21.41030 -8.69435 18.52956 -0.6133 -0.3412 0.3301
C -21.00134 -7.66561 19.61894 -2.5682 -0.7698 -4.1581
O -20.25527 -6.81991 18.81528 1.1621 2.4322 0.2192
C -19.89233 -7.33187 17.60128 0.1752 1.3382 -2.9586
O -19.35741 -6.68608 16.67475 -1.4376 -2.7850 4.0925
O -20.38510 -8.59534 17.55098 0.8160 0.9390 -0.6146
F -20.25535 -8.27026 20.46267 2.8949 -1.6241 3.3545
H -22.34885 -8.43127 18.04168 -0.1501 -0.0852 0.1989
H -21.40784 -9.71978 18.89912 -0.1574 0.1522 0.0545
H -21.83891 -7.21846 20.15433 0.2127 0.6596 -0.3996
C -18.54146 -3.09742 17.64746 0.5254 0.0720 0.2392
C -19.09535 -3.41743 16.27424 1.7162 -0.6051 1.2632
O -19.20900 -2.14579 15.77676 -1.6021 -0.6781 -4.5999
C -19.27461 -1.18701 16.64518 -0.7199 4.6387 0.1734
O -19.62836 -0.00856 16.43659 1.2324 -4.3108 0.9099
O -18.79290 -1.69966 17.76003 0.4910 0.7731 2.5643
F -20.22834 -4.09440 16.41345 -1.4188 0.2723 -0.5956
H -17.47648 -3.32643 17.60937 0.1603 0.3878 0.4422
H -19.01681 -3.55784 18.51357 -0.0842 -0.3649 -0.4155
H -18.42001 -3.99286 15.64108 -0.1620 0.0753 -0.0719
C -18.05627 -12.30570 21.85880 -1.7133 0.3669 0.6618
C -19.52102 -11.98613 21.60868 0.9670 -0.5852 3.6129
O -20.10519 -13.27367 21.59422 -1.6833 1.4949 0.4220
C -19.19824 -14.14024 21.19230 0.5785 -3.4447 -1.7811
O -19.41445 -15.28949 20.81656 0.7954 3.3626 1.3100
O -17.98958 -13.52281 21.21513 1.7288 -2.0203 -1.7873
F -19.70812 -11.37243 20.47075 -0.4730 0.9319 -2.0972
H -17.86488 -12.56967 22.89889 0.0156 0.9175 0.3140
H -17.53729 -11.41006 21.51732 0.9108 -0.7842 -0.4835
H -19.80285 -11.35503 22.45153 -1.1808 -0.2513 -0.2374
C -15.49327 -6.99616 23.75633 -0.1289 -1.1186 -0.8451
C -16.60747 -8.08997 23.75740 1.6737 1.6831 1.0804
O -17.65220 -7.30532 24.39720 -0.3997 -3.1365 -0.8361
C -17.17273 -6.25557 25.01712 -2.2381 3.6704 2.5110
O -17.91028 -5.47407 25.65841 2.4602 -2.5549 -1.7565
O -15.87504 -6.10314 24.81422 0.6106 -0.1693 -0.5289
F -16.09487 -9.15706 24.51312 -1.6009 1.0744 -0.6370
H -15.45743 -6.50774 22.78254 -0.2818 0.5029 0.1454
H -14.50810 -7.44850 23.87005 -0.1381 0.1852 0.6728
H -16.94751 -8.41613 22.77450 -0.1301 -0.2589 0.4040
C -23.97023 -5.61906 18.25547 0.6106 0.5317 1.5000
C -23.24098 -5.07793 17.02330 -2.8676 0.0470 2.0044
O -24.16601 -5.61977 16.10480 0.7920 -0.2627 -2.6819
C -24.66964 -6.82917 16.46460 1.5410 0.2669 2.5020
O -25.08372 -7.69089 15.78893 -0.4737 0.0463 -0.3204
O -24.47223 -6.91643 17.86825 -0.2997 1.1233 -1.3236
F -22.00095 -5.53205 17.06907 0.9942 -1.2739 -1.1791
H -24.71802 -4.89678 18.58292 -0.6676 -0.3353 -0.3071
H -23.33614 -5.71967 19.13633 0.1816 -0.3421 -0.3298
H -23.19829 -4.00485 16.83682 -0.2429 -0.1088 0.1697
C -20.49259 1.59623 25.22837 -1.6964 0.5834 -0.0214
N -21.43102 0.63141 24.52463 0.6879 -1.1936 -2.5057
O -21.33004 -0.55274 24.87857 -0.6064 0.7154 0.1260
O -22.08706 0.95801 23.51749 1.3581 -0.1857 2.7121
H -20.87759 2.57403 24.93897 0.3150 0.0148 0.1422
H -19.44903 1.46754 24.94113 -0.3783 -0.4570 -0.2785
H -20.66162 1.39985 26.28713 0.2550 0.1186 -0.1448
C -17.12007 -1.45148 22.11091 0.1938 0.0691 -0.7770
N -18.26386 -0.60438 22.62186 -0.0598 2.7382 1.7710
O -18.82533 -0.90189 23.69145 0.7160 -0.6077 -1.6223
O -18.40701 0.54767 22.15240 0.4149 -2.9052 0.0521
H -17.09625 -1.42204 21.02157 -0.3447 0.2417 0.0829
H -17.08320 -2.49207 22.43330 -0.7086 0.3216 0.4740
H -16.21144 -0.95041 22.44471 -0.1871 0.1031 0.1661
C -15.58644 -0.87198 26.22349 -0.2430 -1.2681 0.0340
N -16.03645 -2.27604 25.70122 -0.7477 1.5676 -4.0259
O -15.28576 -2.62763 24.75894 -1.3928 -0.6383 2.3015
O -17.21918 -2.65392 25.81213 2.4369 0.3465 0.7697
H -16.49689 -0.28080 26.32206 0.1988 -0.2191 0.5115
H -14.97008 -0.48746 25.41088 -0.0360 -0.1483 0.2981
H -14.98711 -1.06848 27.11247 -0.3259 0.4262 0.0766
C -19.90026 -9.37478 26.40950 1.1351 0.5554 1.2719
N -20.15395 -9.36396 24.95838 0.6856 -0.7416 -0.2234
O -21.13040 -8.69520 24.63134 0.9010 -0.9078 -0.8725
O -19.36133 -10.00510 24.22807 -2.2042 1.8117 1.1918
H -19.87109 -8.34590 26.76820 -0.0853 0.1989 -0.4822
H -18.90924 -9.77680 26.62009 -0.3133 -0.3964 -0.2673
H -20.67918 -9.82262 27.02660 -0.1205 -0.4504 -0.7029
C -22.45764 -2.22745 21.42915 -0.7871 -0.9325 1.4212
N -22.64856 -3.58748 20.83543 -0.2945 0.2966 -1.5087
O -22.10212 -3.58557 19.70507 -1.4911 -2.0507 2.1245
O -23.41127 -4.44784 21.38305 2.6218 2.0527 -1.9964
H -23.06419 -1.56762 20.80882 0.1083 0.0200 0.2248
H -21.40262 -1.95423 21.40927 -0.2315 -0.1868 -0.0677
H -22.85053 -2.37259 22.43546 0.1408 0.7763 0.0588
```
Forces are in eV/Å.

Summary:
Total charge = +1
Gap between HOMO and LUMO = 0.1005 Ha



Entry 5:
# C19H17F10N5OPd

A structure of composition C19H17F10N5OPd (the ωB97M-V functional and the def2-TZVPD basis, the Open Molecules 2025 dataset).

```
53
Properties=species:S:1:pos:R:3:forces:R:3
Pd -0.40400 -0.92498 -0.00870 0.6800 0.4012 0.0594
C -0.80665 -1.57880 3.16455 0.0045 -0.0338 -0.0664
N -0.03728 -0.56315 2.48200 -0.0648 0.1699 0.0076
C 1.39227 -0.65979 2.72823 -0.0423 0.0378 0.0426
C 2.29062 -0.50062 1.49690 0.0828 -0.0512 0.1238
N 1.90134 -1.44477 0.47869 -0.2099 -0.0259 0.0392
C 2.78025 -1.81605 -0.42771 -0.0747 0.0054 0.0279
C 4.08191 -1.29986 -0.72073 0.1439 0.0822 -0.0302
F 4.54057 -0.17720 -0.09260 -0.0418 -0.0140 0.0201
C 4.92417 -1.81349 -1.68995 -0.0543 0.0270 0.0324
F 6.13534 -1.23848 -1.87834 0.0168 -0.0181 -0.0192
C 4.55587 -2.87985 -2.48304 -0.0189 0.0454 0.0656
F 5.40231 -3.42204 -3.40071 0.0105 0.0019 -0.0083
C 3.29263 -3.41478 -2.25560 -0.1136 -0.0365 0.0137
F 2.89472 -4.47959 -2.99221 0.0466 0.0165 -0.0070
C 2.45743 -2.91260 -1.29097 0.0387 -0.2720 -0.2103
F 1.26611 -3.52183 -1.14458 0.0314 0.0347 0.0029
C -0.60708 0.75423 2.70448 0.0352 -0.1278 0.1496
C -0.07301 1.86845 1.81975 -0.0280 0.0736 0.0257
N -0.40597 1.62506 0.43869 -0.1014 -0.0135 0.1972
C -0.26067 2.59499 -0.43237 -0.0181 -0.0876 0.0029
C -0.82526 2.43011 -1.73900 -0.1258 0.0775 -0.3553
F -1.52026 1.30330 -2.00467 0.0410 0.0351 0.0110
C -0.75878 3.36385 -2.74131 -0.0705 -0.1346 -0.0334
F -1.36014 3.11213 -3.92910 0.0304 0.0324 0.0246
C -0.11797 4.58441 -2.56413 0.0236 0.0035 0.1194
F -0.06463 5.51209 -3.55792 0.0044 0.0094 -0.0118
C 0.44396 4.81014 -1.32371 -0.0094 -0.0671 0.0194
F 1.09240 5.97646 -1.09472 -0.0097 0.0086 -0.0321
C 0.37901 3.87019 -0.31217 0.0851 0.1599 0.0425
F 1.02916 4.21396 0.84104 -0.0244 -0.0538 -0.0074
H -0.78780 -1.45699 4.26858 -0.0128 0.0084 0.0175
H -1.84086 -1.54377 2.81764 0.0158 -0.0108 0.0224
H -0.40645 -2.56150 2.91624 -0.0120 -0.0036 0.0012
H 1.70075 0.07435 3.49694 0.0096 -0.0128 -0.0113
H 1.59325 -1.65282 3.14043 -0.0127 -0.0096 -0.0398
H 2.28124 0.53841 1.14771 -0.0960 -0.0105 -0.0506
H 3.30879 -0.69171 1.87348 0.0210 0.0309 -0.0643
H -1.68316 0.67436 2.53001 0.0078 -0.0042 -0.0192
H -0.45799 1.05454 3.76643 -0.0020 0.0166 -0.0037
H -0.54727 2.78831 2.20436 0.0334 0.0226 -0.0519
H 1.00219 1.99763 2.00647 0.0203 -0.0320 -0.0211
C -5.89526 -0.70196 -0.39072 -0.0762 0.0051 -0.0182
N -4.64101 -0.84078 -1.08378 0.0690 -0.0524 0.0208
C -3.59145 -1.50980 -0.46012 -0.0437 0.0837 0.0234
N -2.54452 -1.79644 -1.28532 0.1066 0.0880 -0.1688
O -3.69164 -1.81910 0.71818 0.0031 -0.0739 0.0250
H -6.61411 -0.23563 -1.06621 -0.0079 0.0007 0.0195
H -5.78710 -0.06568 0.48823 0.0421 -0.0056 -0.0015
H -6.29552 -1.66272 -0.05030 0.0023 -0.0019 -0.0125
H -4.64813 -0.80566 -2.08659 -0.0026 0.0191 0.0092
H -2.53739 -1.25775 -2.13883 0.1047 0.0567 0.0477
H -1.53494 -1.89673 -0.88292 -0.4371 -0.4010 0.0302
```
Forces are in eV/Å.

Summary:
Total charge = -2
Gap between HOMO and LUMO = 0.1786 Ha